Record 1
C2H5N2P | ωB97M-V with the def2-TZVPD basis set

## Properties
- Total energy: -14419.63997 eV
- Energy relative to the best compared isomer or geometry (same formula, charge and spin): 81.8 kcal/mol
- E_HOMO: -8.345 eV
- Spin multiplicity: 1
- Gap between HOMO and LUMO: 9.27 eV

```
10
Properties=species:S:1:pos:R:3:mulliken_charge:R:1
C 0.80280 -1.85544 0.49461 -0.200
C -0.44856 0.37438 -0.20215 -1.154
N 1.07159 -1.54977 -0.63786 0.408
N 1.39160 -0.87926 -1.55950 -0.663
P 0.43689 0.57050 -1.83554 0.124
H 0.01418 -2.40910 0.93218 0.284
H -0.98397 1.16697 0.07926 0.459
H 0.30072 0.39657 0.63270 0.348
H -1.07371 -0.43153 -0.22059 0.342
H 1.47486 1.61450 -1.49312 0.052
```

Record 2
C2H5N2S | ωB97M-V with the def2-TZVPD basis set

## Properties
- Total energy: -15960.88108 eV
- Energy relative to the best compared isomer or geometry (same formula, charge and spin): 47.4 kcal/mol
- Net charge: +1
- E_HOMO: -13.036 eV
- Spin multiplicity: 1
- Gap between HOMO and LUMO: 8.25 eV

```
10
Properties=species:S:1:pos:R:3:mulliken_charge:R:1
C 0.46024 -1.27262 -1.94095 0.414
C -0.55360 1.61075 2.73484 -0.194
N 0.13306 -2.11727 -2.69493 -0.077
N 0.65015 -0.42767 -1.03529 -0.277
S -0.60954 1.32849 1.13215 -0.247
H -1.46091 2.15991 3.06702 0.268
H 0.23635 1.18784 3.39879 0.259
H -0.08732 -2.58909 -3.52094 0.321
H 0.20353 -0.37756 -0.11931 0.194
H 1.02805 0.49721 -1.02137 0.340
```

Record 3
C2H5N3 | ωB97M-V with the def2-TZVPD basis set

## Properties
- SMILES string: C#CNNN
- Total energy: -6620.32837 eV
- Energy relative to the best compared isomer or geometry (same formula, charge and spin): 106.3 kcal/mol
- E_HOMO: -8.747 eV
- Spin multiplicity: 1
- Gap between HOMO and LUMO: 9.65 eV

```
10
Properties=species:S:1:pos:R:3:mulliken_charge:R:1
C 2.66693 -0.64346 0.01441 -0.475
C 1.78292 0.17104 -0.00445 0.050
N 0.79826 1.11240 -0.10678 -0.279
N -0.52752 0.54716 0.59573 -0.320
N -1.12178 -0.59820 -0.02187 -0.412
H 3.42690 -1.29172 0.36863 0.405
H 0.64731 1.57143 -1.09692 0.302
H -1.33342 1.26300 0.54200 0.278
H -0.73700 -1.53700 0.08222 0.239
H -1.55176 -0.57153 -1.02248 0.213
```

Record 4
C2H5N3 | ωB97M-V with the def2-TZVPD basis set

## Properties
- SMILES string: [H]/N=C\NN=C
- Total energy: -6623.11605 eV
- Energy relative to the best compared isomer or geometry (same formula, charge and spin): 42.0 kcal/mol
- E_HOMO: -8.737 eV
- Spin multiplicity: 1
- Gap between HOMO and LUMO: 9.82 eV

```
10
Properties=species:S:1:pos:R:3:mulliken_charge:R:1
H 2.53254 0.65039 0.33629 0.205
N 2.27301 -0.25350 0.02386 -0.613
C 1.02229 -0.38154 -0.11088 0.113
N 0.07552 0.59818 0.06190 0.033
N -1.27140 0.48078 -0.13834 -0.554
C -2.04877 -0.44780 0.10392 -0.327
H 0.63328 -1.29460 -0.46703 0.382
H 0.31979 1.53343 0.15170 0.206
H -1.77359 -1.30154 0.69132 0.323
H -3.09301 -0.38980 -0.30250 0.232
```

Record 5
C2H5N3 | ωB97M-V with the def2-TZVPD basis set

## Properties
- SMILES string: C=NN1CN1
- Total energy: -6620.14734 eV
- Energy relative to the best compared isomer or geometry (same formula, charge and spin): 110.5 kcal/mol
- E_HOMO: -8.367 eV
- Spin multiplicity: 1
- Gap between HOMO and LUMO: 9.19 eV

```
10
Properties=species:S:1:pos:R:3:mulliken_charge:R:1
C 0.44663 1.76402 -0.70065 -0.346
N -0.29394 1.18660 0.15564 -0.276
N -0.09275 0.10850 0.79775 -0.083
C 0.19574 -1.48340 0.28008 -0.283
N -1.00608 -1.08132 0.96303 -0.431
H 0.16767 2.78604 -0.92836 0.275
H 1.31978 1.21106 -1.07821 0.280
H 0.80642 -1.90984 1.01984 0.241
H 0.25984 -1.47195 -0.81742 0.364
H -1.80330 -1.10971 0.30831 0.258
```

Record 6
C2H5N3 | ωB97M-V with the def2-TZVPD basis set

## Properties
- Total energy: -6621.32602 eV
- Energy relative to the best compared isomer or geometry (same formula, charge and spin): 83.3 kcal/mol
- E_HOMO (spin up / spin down): -8.558 / -8.561 eV
- Spin multiplicity: 1
- Gap between HOMO and LUMO (spin up / spin down): 8.96 / 8.97 eV

```
10
Properties=species:S:1:pos:R:3:mulliken_charge:R:1
C 0.23442 0.45845 0.18189 0.052
C 0.02230 0.16133 -1.27673 -0.850
N -0.04365 0.27808 2.88633 -0.203
N 0.00126 1.58252 0.63995 -0.458
N -0.40029 1.35176 2.51937 -0.117
H 0.52092 -0.26607 0.95556 0.515
H -1.09623 -0.06263 -1.58686 0.215
H 0.59820 -0.67761 -1.50990 0.306
H 0.25641 1.04365 -1.90518 0.269
H -0.13742 0.06450 3.95195 0.270
```